The molecule C3H6N6O3 at a distorted geometry. Source: the Open Molecules 2025 dataset; level of theory: ωB97M-V with the def2-TZVPD basis set.

Positions of all 18 atoms, in Å:
O 0.9951 2.5298 -1.7346
N 1.5653 1.6175 -1.1429
N 0.9004 0.4524 -1.0271
C 1.3869 -0.4945 -0.0619
N 0.5991 -0.3844 1.1606
N 0.7781 -1.4067 2.0093
O 1.5313 -2.3330 1.6362
C -0.5162 0.4684 1.2461
N -1.2542 0.3528 0.0086
N -2.4434 -0.2994 0.1559
O -3.0126 -0.7539 -0.7856
C -0.5497 0.3526 -1.2638
H 1.2471 -1.4566 -0.4872
H 2.4976 -0.4072 0.0980
H -0.1615 1.5332 1.3858
H -1.0266 0.0882 2.0907
H -0.7606 -0.7119 -1.6385
H -0.8501 1.1256 -2.0500

Forces on the atoms, in the same order (eV/Å):
O 0.5615 -1.7494 0.9206
N -0.3203 1.2905 -0.6530
N -1.1998 0.7311 0.0928
C 1.1702 0.8174 -0.4151
N 3.3762 -2.5180 -0.3844
N -0.1421 -1.5799 -0.0066
O -1.2580 2.7849 0.4417
C 0.9738 2.0767 -0.5326
N -1.4956 0.2105 -0.3038
N 0.1451 -0.0356 1.8515
O 0.6786 0.4503 -1.0748
C 0.1629 -1.2933 -1.7312
H -0.2206 -1.1047 -0.2192
H -1.1743 0.3064 0.0455
H -0.5797 -1.0392 -0.0400
H -1.2497 0.1173 0.7086
H 0.3651 1.5406 -0.1598
H 0.2068 -1.0056 1.4599

The calculation puts the energy above the lowest of the compared OMol25 structures with the same formula, charge and spin at 499.2 kJ/mol. The calculation puts the HOMO energy at -9.918 eV. For the HOMO-LUMO gap, the calculation gives 9.7717 eV. The total charge is 0. Its structure (SMILES) is O=NN1CN(N=O)CN(N=O)C1.